# C49H67BrF13INO30PS

A cluster of 10 separate species, C49H67BrF13INO30PS in total (ωB97M-V with the def2-TZVPD basis set, the Open Molecules 2025 dataset).

DFT total energy: -9128.80535 hartree
SMILES: N=[PH2]c1cc(CC(=O)Br)c2c(c1)C(=O)c1c(CCC(F)(F)C(F)(F)C(F)(F)C(F)(F)S(F)(F)(F)(F)F)ccc(I)c1C2=O.COC(=O)OC.COC(=O)OC.COC(=O)OC.COC(=O)OC.COC(=O)OC.COC(=O)OC.COC(=O)OC.COC(=O)OC.COC(=O)OC
F_max: 1.9 eV/Å

Element x y z (Å)
N: 7.49593 5.41249 -3.67575
P: 6.00266 5.54427 -4.15258
C: 5.38608 3.99976 -4.87182
C: 6.30436 3.28001 -5.67928
C: 5.91096 2.08157 -6.32719
C: 6.93923 1.40821 -7.21032
C: 6.89455 2.17540 -8.51561
O: 5.89574 2.45164 -9.04438
Br: 8.57260 2.81295 -9.26337
C: 4.59393 1.58681 -6.15336
C: 3.69086 2.29311 -5.31202
C: 4.09234 3.49557 -4.67923
C: 2.29918 1.79029 -5.13255
O: 1.42448 2.56581 -4.83448
C: 2.06188 0.33751 -5.33636
C: 0.95201 -0.32261 -4.74585
C: -0.12463 0.34247 -3.90971
C: -1.23813 0.66277 -4.91918
C: -2.65096 0.92669 -4.38614
F: -2.65972 1.23312 -3.07144
F: -3.39359 -0.18776 -4.59331
C: -3.25449 2.09788 -5.20058
F: -3.06551 1.73550 -6.48565
F: -2.50200 3.18684 -4.98386
C: -4.78780 2.37665 -4.99427
F: -5.39877 1.91021 -6.10512
F: -5.30775 1.68048 -3.97883
C: -5.20030 3.87914 -4.93112
F: -4.56707 4.57515 -5.87150
F: -6.50538 3.92974 -5.23921
S: -5.06946 4.71291 -3.24160
F: -3.82436 5.58933 -3.68342
F: -4.05699 3.61648 -2.72073
F: -6.30994 3.87564 -2.76275
F: -6.01068 5.87339 -3.76866
F: -5.05860 5.40103 -1.81673
C: 0.76920 -1.71090 -4.97780
C: 1.68600 -2.42629 -5.75567
C: 2.78915 -1.76676 -6.35297
I: 4.06660 -3.00501 -7.48726
C: 2.98512 -0.37886 -6.17304
C: 4.09682 0.36326 -6.83213
O: 4.55102 0.01069 -7.88423
H: 7.57610 5.60795 -2.68518
H: 5.06414 5.93143 -3.17803
H: 5.90815 6.48964 -5.19047
H: 7.31357 3.64634 -5.80972
H: 7.94259 1.51027 -6.80692
H: 6.74731 0.35711 -7.37795
H: 3.39798 4.02873 -4.04591
H: 0.21371 1.22935 -3.39467
H: -0.50278 -0.36646 -3.17764
H: -1.33541 -0.21598 -5.54914
H: -0.87334 1.45971 -5.55606
H: -0.08370 -2.22181 -4.55812
H: 1.52639 -3.48094 -5.91592
C: 6.78405 1.16056 0.23231
O: 5.45290 1.33609 0.72349
C: 4.86031 2.45167 0.30362
O: 5.34384 3.27831 -0.42469
O: 3.63570 2.50190 0.81799
C: 2.89550 3.65888 0.41990
H: 7.14240 0.22324 0.64734
H: 6.78791 1.10049 -0.85436
H: 7.42694 1.97321 0.56446
H: 2.76629 3.67698 -0.66072
H: 3.39466 4.56711 0.75370
H: 1.92323 3.58158 0.89156
C: -1.28697 2.35126 3.85572
O: -2.43024 3.05855 3.37363
C: -2.35412 3.41552 2.09100
O: -1.43493 3.18480 1.34618
O: -3.47530 4.04710 1.76601
C: -3.54755 4.46257 0.39683
H: -1.47390 2.11044 4.89790
H: -1.14633 1.42719 3.29798
H: -0.39262 2.96685 3.79278
H: -3.49871 3.60112 -0.26208
H: -2.75045 5.16586 0.16143
H: -4.50370 4.95142 0.28614
C: -1.33967 2.37421 -8.54420
O: -0.32476 2.47768 -9.54331
C: 0.36474 1.35097 -9.71881
O: 0.19523 0.32158 -9.11452
O: 1.28195 1.56168 -10.65834
C: 2.11230 0.42996 -10.93467
H: -1.81808 3.34650 -8.46921
H: -2.08188 1.62916 -8.82206
H: -0.89101 2.12109 -7.58838
H: 1.51522 -0.40526 -11.29586
H: 2.67143 0.13702 -10.04748
H: 2.80525 0.74143 -11.71038
C: -2.02902 -1.31937 1.36126
O: -1.81516 -2.26907 2.40534
C: -0.59444 -2.80673 2.41039
O: 0.28700 -2.56189 1.62956
O: -0.52383 -3.66026 3.42992
C: 0.73807 -4.32076 3.56408
H: -3.04896 -0.95905 1.46134
H: -1.34375 -0.47862 1.45853
H: -1.91386 -1.78440 0.38387
H: 1.53236 -3.59797 3.73941
H: 0.95650 -4.91409 2.67847
H: 0.64940 -4.97713 4.42558
C: -0.44708 -7.60431 9.64831
O: -1.59373 -6.89572 9.17154
C: -1.51886 -6.54430 7.88624
O: -0.59536 -6.77306 7.14798
O: -2.63544 -5.89769 7.56805
C: -2.69356 -5.45201 6.20985
H: -0.62808 -7.83103 10.69463
H: -0.31502 -8.53566 9.10231
H: 0.44590 -6.98649 9.56640
H: -2.64929 -6.29793 5.52654
H: -1.88729 -4.75246 6.00028
H: -3.64467 -4.94338 6.08633
C: 1.69459 8.08305 -6.42321
O: 2.92309 7.35560 -6.47906
C: 3.06820 6.61535 -7.58236
O: 2.27324 6.52826 -8.47939
O: 4.24112 5.99189 -7.50714
C: 4.54353 5.14238 -8.62330
H: 1.70662 8.63476 -5.48764
H: 1.62360 8.78194 -7.25425
H: 0.84475 7.40320 -6.43166
H: 4.59363 5.71512 -9.54707
H: 3.80709 4.34659 -8.71117
H: 5.51383 4.70718 -8.42011
C: -3.41204 -4.20760 10.47388
O: -3.58774 -2.87455 10.96860
C: -3.24381 -1.92426 10.10223
O: -2.81872 -2.09980 8.99011
O: -3.46172 -0.74084 10.67773
C: -3.14249 0.38126 9.85234
H: -3.72253 -4.88031 11.26784
H: -4.03189 -4.37942 9.59666
H: -2.36825 -4.39579 10.23558
H: -3.75330 0.38155 8.95117
H: -2.08630 0.37690 9.59009
H: -3.36598 1.26699 10.43941
C: 1.43502 -12.97520 12.15026
O: 1.11144 -11.83282 11.35403
C: 2.11510 -11.39392 10.59539
O: 3.21813 -11.86858 10.53818
O: 1.68289 -10.33465 9.90998
C: 2.66356 -9.75366 9.04489
H: 0.53811 -13.22211 12.71034
H: 1.71105 -13.81740 11.51906
H: 2.24232 -12.74473 12.84247
H: 2.98576 -10.47132 8.29347
H: 3.51789 -9.39793 9.61735
H: 2.18120 -8.91232 8.55473
C: -9.00002 0.61884 6.52242
O: -8.45916 0.55727 7.84345
C: -7.83144 -0.58497 8.12381
O: -7.69766 -1.51770 7.37596
O: -7.37776 -0.51267 9.37418
C: -6.67532 -1.67833 9.81134
H: -9.47664 1.59038 6.43151
H: -8.20990 0.53239 5.77910
H: -9.74170 -0.16349 6.37382
H: -5.79720 -1.84792 9.18962
H: -7.32579 -2.55080 9.79121
H: -6.35916 -1.49510 10.83382

Mulliken atomic charge list, values in e, 6 entries: atom 1 (N): -0.80, atom 2 (P): 0.48, atom 3 (C): 0.55, atom 4 (C): -1.15, atom 5 (C): 0.49, atom 6 (C): -1.29



# C3H4OS

The molecule C3H4OS (ωB97M-V with the def2-TZVPD basis set, the Open Molecules 2025 dataset).

DFT total energy: -590.02324 hartree
relative energy (zero: lowest compared OMol25 entry of this formula, charge and spin): 266.3 kJ/mol
SMILES: S=C[C@H]1CO1
F_max: 4.0 eV/Å

Element x y z (Å)
S: -2.77919 0.05617 -0.09692
C: -1.32098 -0.67456 0.18867
C: -0.05449 -0.12202 -0.48049
C: 1.07810 0.57002 0.27758
O: 1.29098 -0.67703 -0.25964
H: -0.94276 -1.35212 0.89821
H: -0.06116 0.25118 -1.52214
H: 1.24053 0.41641 1.27144
H: 1.54896 1.53195 -0.27670

natural (NBO) atomic charge list, values in e, 6 entries: atom 1 (S): 0.06, atom 2 (C): -0.25, atom 3 (C): -0.04, atom 4 (C): -0.07, atom 5 (O): -0.49, atom 6 (H): 0.20



# C18H62N22O12

A cluster of 12 separate species, C18H62N22O12 in total (ωB97M-V with the def2-TZVPD basis set, the Open Molecules 2025 dataset).

DFT total energy: -2830.58991 hartree
relative energy (zero: lowest compared OMol25 entry of this formula, charge and spin): 1015.1 kJ/mol
SMILES: COC[C@H](C)N.COC[C@H](C)N.NC(N)=O.NC(N)=O.NC(N)=O.NC(N)=O.NC(N)=O.NC(N)=O.NC(N)=O.NC(N)=O.NC(N)=O.NC(N)=O
F_max: 8.5 eV/Å

Element x y z (Å)
C: -16.90282 15.02672 -2.77842
O: -16.09218 14.84218 -3.94674
C: -14.89345 14.15837 -3.75142
C: -14.21694 13.73747 -5.09628
C: -14.65089 12.39034 -5.54284
N: -12.74951 13.70975 -4.89173
H: -17.81886 15.60330 -2.90691
H: -16.37178 15.53708 -1.97491
H: -17.13589 14.04040 -2.37723
H: -14.15985 14.77527 -3.23242
H: -14.93137 13.23888 -3.16730
H: -14.38260 14.41207 -5.93626
H: -14.18617 12.27783 -6.52238
H: -15.73920 12.39931 -5.60259
H: -14.29678 11.59295 -4.88949
H: -12.55173 13.12398 -4.09306
H: -12.51589 14.63793 -4.56922
C: -14.70001 24.42413 -3.51316
O: -15.36572 25.59759 -3.13626
C: -15.02123 26.71932 -4.02805
C: -16.10370 27.79409 -4.14920
C: -15.80587 28.67320 -5.35213
N: -16.26089 28.51138 -2.88433
H: -14.45139 23.78359 -2.66699
H: -13.75700 24.55925 -4.04285
H: -15.42747 23.90314 -4.13564
H: -14.03084 27.07370 -3.74236
H: -14.88889 26.29439 -5.02305
H: -17.06066 27.28742 -4.27413
H: -16.28623 28.22864 -6.22375
H: -14.78348 28.85861 -5.68144
H: -16.38125 29.59822 -5.31509
H: -17.20445 28.83965 -2.73594
H: -16.13192 27.76419 -2.21711
N: -7.88876 17.91512 8.40085
C: -7.36419 18.60406 7.41659
N: -6.67250 19.50922 8.02543
O: -7.53332 18.37638 6.28935
H: -8.23967 17.01549 8.10487
H: -7.42566 17.85002 9.29607
H: -6.70931 19.62665 9.02789
H: -6.24909 20.28614 7.53839
N: -8.70761 18.44147 0.15410
C: -8.39120 17.55581 -0.74289
N: -8.48032 16.41144 -0.16371
O: -8.07835 17.74561 -1.86965
H: -8.65274 19.42904 -0.05031
H: -8.40787 18.17782 1.08186
H: -8.30688 15.55542 -0.67092
H: -8.95744 16.23915 0.70966
N: -9.75903 18.83069 -9.28582
C: -10.91458 19.33075 -9.56962
N: -11.60226 18.53737 -10.24750
O: -11.15792 20.41972 -9.27758
H: -9.70896 17.82555 -9.37116
H: -9.17610 19.26967 -8.58755
H: -12.37513 18.86604 -10.80854
H: -11.20289 17.60987 -10.26605
N: -1.97307 19.76520 2.91315
C: -1.79237 18.73052 2.11998
N: -2.74320 17.86959 2.06715
O: -0.70212 18.56188 1.65082
H: -2.88417 19.81212 3.34648
H: -1.14404 20.30195 3.12458
H: -2.68219 16.89425 1.81201
H: -3.56250 18.21953 2.54294
N: -13.61758 12.93189 5.19816
C: -13.02714 13.45813 4.11308
N: -14.01400 14.10117 3.48567
O: -11.87179 13.36872 3.79402
H: -13.00403 12.33379 5.73288
H: -14.60497 13.00343 5.39827
H: -14.87417 14.19995 4.00571
H: -13.84835 14.48326 2.56553
N: -5.92994 12.83379 -7.85246
C: -5.77260 11.53743 -8.09634
N: -6.84794 10.85294 -7.77152
O: -4.81597 10.97443 -8.70199
H: -6.60997 13.25450 -7.23547
H: -5.02087 13.27203 -7.89329
H: -6.83316 9.87385 -8.01904
H: -7.59736 11.38817 -7.35682
N: -5.28204 25.18098 -2.57741
C: -6.00564 24.13765 -2.61328
N: -5.63699 23.13611 -3.36727
O: -7.02151 24.03413 -1.97522
H: -5.67754 25.97674 -2.09736
H: -4.36648 25.16314 -3.00347
H: -6.21773 22.31026 -3.39606
H: -4.63333 23.07352 -3.46137
N: -10.51998 8.27935 0.27329
C: -10.36742 8.48214 -1.02854
N: -10.62984 7.39986 -1.66304
O: -10.03072 9.52040 -1.51395
H: -10.74609 7.36277 0.63223
H: -9.95715 8.89869 0.83875
H: -10.86555 6.56740 -1.14194
H: -10.63196 7.28119 -2.66605
N: -11.19376 27.03849 1.33271
C: -10.77177 27.32668 2.47710
N: -9.79733 26.50310 2.75216
O: -11.07693 28.21140 3.21726
H: -10.49190 26.63572 0.72833
H: -11.84092 27.67375 0.88805
H: -9.66911 25.67042 2.19510
H: -9.21986 26.70312 3.55629
N: 0.15495 16.36479 -3.98006
C: -0.94067 16.45838 -4.68590
N: -1.80116 17.13383 -3.94394
O: -1.07091 16.15390 -5.85022
H: 0.10082 16.71473 -3.03416
H: 1.01550 16.11671 -4.44697
H: -1.51209 17.32949 -2.99617
H: -2.69887 17.43451 -4.29579

Mulliken atomic charge list, values in e, 6 entries: atom 1 (C): -0.74, atom 2 (O): -0.33, atom 3 (C): -0.68, atom 4 (C): 0.47, atom 5 (C): -1.40, atom 6 (N): -0.77



# C3H33NO13

A cluster of 14 separate species, C3H33NO13 in total (ωB97M-V with the def2-TZVPD basis set, the Open Molecules 2025 dataset).

DFT total energy: -1166.95914 hartree
relative energy (zero: lowest compared OMol25 entry of this formula, charge and spin): 244.1 kJ/mol
F_max: 2.1 eV/Å

Element x y z (Å)
C: 0.42403 -0.45380 -0.49990
C: 1.11495 -1.76590 -0.24404
C: 2.45338 -1.80566 -0.14851
N: 0.30744 -2.88280 -0.05691
H: 1.00713 0.41417 -0.17896
H: -0.53080 -0.38187 0.01487
H: 0.20746 -0.33745 -1.56529
H: 2.92517 -2.79926 -0.15245
H: 3.06832 -0.93573 -0.23889
H: -0.66464 -2.77368 0.23909
H: 0.75966 -3.74303 0.19087
H: 0.91488 0.04567 -3.79790
H: -0.56024 0.28451 -4.17314
O: -0.00546 0.01006 -3.42793
H: 0.46153 -2.08684 2.63245
H: 0.78470 -0.91978 3.65950
O: 1.13001 -1.48360 2.96352
H: -1.40922 -0.54277 3.68911
H: -1.16262 0.75494 3.03968
O: -1.30492 -0.19148 2.79357
H: -1.11135 0.79695 -2.12163
H: -0.74480 2.20137 -1.64098
O: -1.48321 1.57056 -1.65535
H: 0.73142 2.32661 3.19257
H: 1.12100 0.80662 3.23733
O: 0.48021 1.45332 3.51835
H: -0.32417 3.55507 0.30408
H: -1.06305 2.55417 1.27166
O: -0.24475 3.10084 1.15148
H: -0.89211 -2.66547 -2.12394
H: -0.88254 -1.29182 -2.77380
O: -1.51121 -1.99056 -2.44835
H: 1.44775 2.75487 -0.24140
H: 1.90924 2.97982 -1.77621
O: 1.18103 2.77915 -1.16754
H: 2.39597 -0.25939 -2.47750
H: 2.07549 1.16888 -2.09831
O: 2.40128 0.63983 -2.84644
H: -3.06530 -1.40868 -1.92726
H: -3.25731 0.14619 -1.93630
O: -3.54295 -0.66136 -1.49856
H: -2.64987 -1.48880 0.34143
H: -2.05946 -1.47647 1.78483
O: -2.29713 -2.05781 1.04286
H: 2.34683 0.33367 1.93553
H: 3.66660 0.72937 1.69880
O: 2.77952 1.08486 1.49187
H: -2.32143 0.72353 1.52502
H: -2.50622 1.55160 0.26182
O: -2.50024 1.63733 1.23721

natural (NBO) atomic charge list, values in e, 6 entries: atom 1 (C): -0.69, atom 2 (C): 0.21, atom 3 (C): -0.58, atom 4 (N): -0.88, atom 5 (H): 0.23, atom 6 (H): 0.22



no.,LUMO (eV)
1,-1.4010
2,-0.8103
3,0.0209
4,0.0777